Computed, not measured: a cluster of 9 separate species, C32H87N9O14 in total at a distorted geometry, with ωB97M-V/def2-TZVPD.

Last column: Mulliken charge in e.
Geometry (Å):
C 8.49650 -1.90263 3.81981  -0.796
O 9.58588 -2.75082 3.44449  -0.302
C 10.68095 -2.10707 2.77714  -0.673
C 11.79495 -3.14275 2.53345  -0.507
N 12.17587 -3.89494 3.73966  -0.279
C 13.26667 -4.75965 3.37317  -0.520
C 14.55936 -4.11496 3.97557  -0.520
O 15.71032 -5.02822 3.86068  -0.358
C 15.61489 -6.25189 4.60494  -0.698
H 7.65971 -2.42206 4.28680  0.279
H 7.96473 -1.37409 3.02863  0.304
H 8.83228 -1.09019 4.46424  0.314
H 11.04320 -1.26549 3.36759  0.389
H 10.30657 -1.68078 1.84644  0.383
H 12.66845 -2.58287 2.19934  0.284
H 11.33630 -3.83174 1.82420  0.330
H 11.37164 -4.35172 4.14544  0.237
H 13.32339 -4.96169 2.30355  0.234
H 13.06679 -5.70863 3.87073  0.434
H 14.34349 -3.71909 4.96794  0.359
H 14.72660 -3.21552 3.38298  0.266
H 15.35181 -6.08481 5.64944  0.314
H 16.66303 -6.55093 4.61261  0.252
H 15.09126 -7.02735 4.04586  0.275
C -2.84286 3.98856 7.51575  -0.770
O -2.65112 3.18489 8.71936  -0.357
C -2.59361 4.14138 9.79634  -0.776
C -1.19403 4.42949 10.44527  -0.133
N -0.62477 3.25404 11.15155  -0.402
C 0.75366 3.49512 11.49400  -0.795
C 1.75361 3.66593 10.24075  -0.481
O 1.66867 2.72386 9.09084  -0.343
C 2.09564 3.15454 7.76387  -0.642
H -2.87020 3.40837 6.59340  0.306
H -1.88923 4.50499 7.40616  0.288
H -3.63855 4.73310 7.49001  0.322
H -3.28588 3.73339 10.53282  0.389
H -3.00315 5.10897 9.50628  0.423
H -1.32157 5.27298 11.12377  0.294
H -0.62006 4.74599 9.57436  0.089
H -0.54039 2.43460 10.56717  0.327
H 1.06660 2.58856 12.01202  0.364
H 0.92351 4.35189 12.14607  0.370
H 2.72388 3.92902 10.66199  0.420
H 1.40882 4.60513 9.80819  0.327
H 1.25366 3.61837 7.25002  0.200
H 2.27552 2.21781 7.23637  0.253
H 2.88759 3.89681 7.66402  0.328
C -5.11673 -3.78565 0.95197  -0.713
O -5.32009 -3.48494 -0.46207  -0.306
C -5.48174 -4.57791 -1.27024  -0.671
C -5.65399 -4.16756 -2.72285  -0.526
N -6.60601 -3.02874 -2.87850  -0.331
C -6.72535 -2.69280 -4.29702  -0.508
C -7.35116 -1.34578 -4.69906  -0.592
O -6.74612 -0.28365 -4.06903  -0.323
C -7.27782 0.10570 -2.79829  -0.664
H -5.52088 -4.76671 1.20152  0.326
H -5.44509 -2.84907 1.40261  0.221
H -4.05408 -3.75604 1.19283  0.277
H -6.21343 -5.34016 -1.00248  0.387
H -4.53659 -5.10485 -1.13947  0.409
H -6.10303 -5.05958 -3.15960  0.332
H -4.64376 -3.93826 -3.06188  0.327
H -6.20400 -2.28061 -2.33191  0.174
H -7.30557 -3.43034 -4.85153  0.340
H -5.75875 -2.81083 -4.78676  0.353
H -8.41576 -1.36032 -4.46560  0.321
H -7.35499 -1.08153 -5.75655  0.356
H -7.10770 -0.61459 -1.99807  0.252
H -8.34779 0.31343 -2.80938  0.296
H -6.71562 0.96293 -2.42793  0.259
C -4.27654 -5.31977 -9.11194  -0.721
O -3.26721 -4.28945 -9.25974  -0.293
C -2.23991 -4.75518 -9.98171  -0.333
C -0.89342 -3.92010 -9.85640  -0.956
N -0.26275 -3.91950 -8.54662  -0.350
C 0.12475 -5.15477 -8.00934  -0.641
C 0.60997 -5.06361 -6.53146  -0.656
O -0.38590 -4.65699 -5.68514  -0.244
C 0.02404 -4.58353 -4.33077  -0.761
H -3.92686 -6.32361 -8.87086  0.335
H -4.87311 -5.40047 -10.02062  0.315
H -4.92613 -5.02558 -8.28758  0.227
H -2.45839 -4.71253 -11.04874  0.359
H -2.05808 -5.79629 -9.71501  0.336
H -0.98892 -2.87258 -10.14220  0.355
H -0.04570 -4.18323 -10.48906  0.447
H -0.98468 -3.72709 -7.86699  0.284
H 0.96152 -5.36078 -8.67679  0.373
H -0.49907 -6.03427 -8.16879  0.283
H 1.41649 -4.34385 -6.39151  0.371
H 0.97856 -6.02867 -6.18375  0.429
H 0.69967 -3.73117 -4.25942  0.339
H 0.62199 -5.44961 -4.04711  0.290
H -0.71757 -4.43545 -3.54581  0.214
C -0.70345 3.48675 -6.55669  -0.742
O -0.87835 4.12373 -5.36333  -0.315
C -2.14452 3.94936 -4.73427  -0.488
C -2.34334 4.98365 -3.55707  -0.793
N -2.74246 6.35057 -3.87740  -0.371
C -1.72132 6.99544 -4.74520  -0.284
C -2.15439 8.30686 -5.23278  -0.748
O -2.26814 9.24759 -4.16281  -0.314
C -2.22111 10.58642 -4.62309  -0.767
H -1.50319 3.80192 -7.22691  0.332
H -0.70837 2.40584 -6.41633  0.299
H 0.33505 3.74390 -6.76521  0.224
H -2.19653 2.94125 -4.32306  0.457
H -2.94886 4.11525 -5.45094  0.325
H -1.43121 4.97906 -2.96032  0.336
H -3.11441 4.57757 -2.90235  0.398
H -3.50677 6.29709 -4.53547  0.280
H -1.73071 6.45700 -5.69288  0.203
H -0.79334 7.17993 -4.20397  0.303
H -3.01236 8.28556 -5.90474  0.393
H -1.37043 8.68675 -5.88791  0.389
H -2.08513 11.34864 -3.85585  0.267
H -3.19560 10.78739 -5.06814  0.311
H -1.50951 10.82475 -5.41361  0.307
N -1.36996 0.51474 1.56102  -0.373
C -0.28146 -0.20964 1.77242  0.655
N 0.70994 0.66987 1.98872  -0.438
O -0.20488 -1.43093 1.78897  -0.651
H -2.22494 -0.00794 1.43492  0.215
H -1.20641 1.50965 1.50164  0.160
H 0.53489 1.61625 2.29502  0.191
H 1.54076 0.14822 2.22895  0.234
N -9.16375 2.94266 1.89329  -0.428
C -8.63474 1.79097 2.22336  0.705
N -7.40657 1.87666 2.60871  -0.385
O -9.35659 0.83651 2.26377  -0.642
H -8.61553 3.77663 2.04836  0.153
H -10.10631 2.91103 1.53178  0.217
H -6.87661 2.68797 2.32407  0.171
H -6.96869 1.16636 3.17779  0.210
O 0.11220 4.93943 3.15494  -0.616
H 0.79342 5.56973 3.38923  0.311
H -0.69198 5.45735 3.11933  0.314
O 2.04086 -4.62006 3.67542  -0.642
H 1.50811 -3.93828 4.08480  0.321
H 1.81966 -4.57140 2.74539  0.322

The total energy comes out at -76659.525 eV. As for the LUMO energy: -0.22 eV. The structure (SMILES) is COCCNCCOC.COCCNCCOC.COCCNCCOC.COCCNCCOC.COCCNCCOC.NC(N)=O.NC(N)=O.O.O. Its spin multiplicity is 1. As for the energy relative to the best compared isomer or geometry (same formula, charge and spin): 6.891 eV.

Computed, not measured: a structure of composition C37H49BrHgN2P2S at a distorted geometry, with ωB97M-V/def2-TZVPD.

Last column: Mulliken charge in e.
Geometry (Å):
C 2.28192 4.60985 -1.40518  -0.323
C 1.19374 4.17654 -2.19652  0.283
C 1.39287 3.79488 -3.54186  -0.292
C 2.68810 3.91302 -4.04582  -0.567
N 3.71913 4.28196 -3.28386  -0.535
C 3.52989 4.66829 -2.02064  -0.472
C -0.08075 4.03417 -1.60233  -0.963
C -1.20180 4.19310 -1.12461  0.680
C -2.22020 3.57403 -0.37353  0.258
C -1.75601 2.37468 0.19876  0.331
C -2.67750 1.43370 0.63025  0.075
C -4.02607 1.72211 0.55040  -0.825
C -4.47898 3.02240 0.27009  -0.294
C -3.55866 3.95690 -0.23409  -0.844
Hg -0.74791 -0.64185 0.08110  1.812
P 1.70099 -0.49237 -0.80723  0.050
H 0.57691 3.43487 -4.18069  0.490
H 2.16843 4.89718 -0.35129  0.503
H 2.87689 3.69859 -5.10225  0.396
H 4.38839 5.04493 -1.45838  0.384
H -3.86066 4.95650 -0.52205  0.502
H -0.67415 2.16552 0.17927  0.493
H -5.50688 3.28084 0.43323  0.506
H -2.42322 0.42437 0.99227  0.126
C 2.53116 -2.12358 -0.59481  -0.661
C 3.74769 -2.50011 -1.43523  -1.459
H 1.73617 -2.86798 -0.75491  0.568
H 2.79590 -2.17997 0.47023  0.475
H 4.00532 -3.54412 -1.21797  0.443
H 3.56394 -2.43559 -2.51201  0.298
H 4.63812 -1.90847 -1.19315  0.278
C 1.91098 -0.02766 -2.58169  -0.008
C 3.27946 0.42399 -3.09519  -1.349
H 1.18295 0.78194 -2.74962  0.243
H 1.55849 -0.88513 -3.17450  0.316
H 3.23325 0.53797 -4.18775  0.439
H 3.56850 1.40294 -2.69302  0.135
H 4.08920 -0.28954 -2.89408  0.246
C 2.74007 0.72142 0.10424  0.903
C 4.24308 0.47481 0.21992  -1.519
H 2.30327 0.77324 1.11373  -0.195
H 2.55741 1.70084 -0.36167  -0.088
H 4.68978 1.26961 0.83251  0.456
H 4.47956 -0.47596 0.71149  0.318
H 4.76352 0.50176 -0.74612  0.304
Br -5.13620 0.15694 0.91984  -0.154
P -1.96019 -1.75715 -1.93277  0.527
C -0.85429 -2.50323 -3.18661  -0.316
C -1.30491 -3.78172 -3.87900  -1.403
H 0.09154 -2.66129 -2.65027  0.081
H -0.65129 -1.71644 -3.92420  0.422
H -0.49854 -4.16140 -4.51406  0.432
H -1.55255 -4.57657 -3.17136  0.300
H -2.16919 -3.61961 -4.53121  0.295
C -3.14910 -3.04463 -1.40371  -0.574
C -4.50677 -3.12221 -2.10963  -1.284
H -3.28883 -2.86511 -0.32413  0.409
H -2.61007 -4.00076 -1.49520  0.474
H -5.16801 -3.79568 -1.54314  0.416
H -4.99981 -2.14191 -2.16928  0.290
H -4.42588 -3.54207 -3.12353  0.261
C -2.88104 -0.44010 -2.84297  -0.568
C -3.30018 -0.75244 -4.28220  -1.229
H -2.20103 0.42813 -2.82321  0.431
H -3.73832 -0.17272 -2.20366  0.390
H -3.83919 0.11256 -4.68921  0.413
H -2.43249 -0.93109 -4.93183  0.311
H -3.97498 -1.61657 -4.34818  0.233
N -0.77805 -0.69515 2.39703  -0.668
S 0.57803 -0.72458 3.31053  0.574
C 0.46765 0.75960 4.30463  0.529
C 1.48606 1.71939 4.14159  -0.460
C 1.27522 3.00779 4.63365  -0.708
C 0.09283 3.31434 5.31826  -0.502
C -0.84962 2.31680 5.59035  -0.777
C -0.65801 1.02278 5.08943  -0.290
C 0.37409 -2.13210 4.40404  0.288
C -0.82902 -2.82834 4.37426  -0.369
C -0.97887 -4.00920 5.10539  -0.671
C 0.07802 -4.49504 5.88005  -0.400
C 1.27976 -3.77265 5.94413  -0.667
C 1.42797 -2.58597 5.22232  -0.354
H -1.44577 -0.03898 2.82405  0.218
H 2.41416 1.44242 3.62946  0.470
H 2.04830 3.75917 4.45380  0.427
H -0.10277 4.34201 5.62756  0.430
H -1.73701 2.54678 6.17555  0.411
H -1.38319 0.23820 5.30141  0.484
H -1.63548 -2.43878 3.76329  0.370
H -1.92531 -4.54623 5.05208  0.388
H -0.02552 -5.43521 6.42780  0.403
H 2.10896 -4.13235 6.55643  0.396
H 2.34652 -2.00422 5.28697  0.404

The total charge is +2. The total energy comes out at -145758.009 eV. As for the LUMO energy: -5.62 eV. Its spin multiplicity is 1.

Computed, not measured: a cluster of 3 separate species, C3H12N2O3 in total at a distorted geometry, with ωB97M-V/def2-TZVPD.

Last column: Mulliken charge in e.
Geometry (Å):
C -0.08172 2.60204 -0.52413  -0.597
C -0.14834 1.61656 0.59666  -0.298
C 0.10404 0.17748 0.32852  0.457
N 1.48191 -0.33424 0.64381  -0.417
O -0.09043 -0.24038 -1.06228  -0.566
N -1.15161 2.39873 -1.56045  -0.585
H 0.84174 2.57274 -1.10450  0.303
H -0.12631 3.60517 -0.13635  0.409
H -0.58255 -0.39804 0.83459  0.275
H -0.62595 1.87155 1.48850  0.440
H 1.47862 -1.21328 1.21147  0.285
H 1.97552 0.38339 1.05103  0.248
H -1.13979 1.37680 -1.59419  0.336
H -2.08290 2.60670 -1.10388  0.279
H 0.23277 -1.16681 -1.13292  0.347
H 0.48327 -3.89313 -1.18646  0.146
O 0.43472 -3.04227 -0.78712  -0.956
H -0.00468 -2.96267 0.55895  0.394
H -0.71706 -3.33643 1.95038  0.250
O -0.28126 -2.62390 1.52837  -0.749

The total energy comes out at -12422.596 eV. As for the LUMO energy: -3.92 eV. Its spin multiplicity is 1. As for the energy relative to the best compared isomer or geometry (same formula, charge and spin): 6.753 eV.

Computed, not measured: a cluster of 2 separate species, C25H27N2 in total at a distorted geometry, with ωB97M-V/def2-TZVPD.

Last column: Mulliken charge in e.
Geometry (Å):
C 0.28405 4.60162 3.96715  -0.986
N 1.07729 3.40338 3.80590  0.243
C 2.00767 3.17049 4.89107  -1.009
C 0.74248 2.40257 2.88428  -0.219
C 1.33109 2.37457 1.59521  -0.644
C 1.06660 1.32851 0.72843  -0.470
C 0.23049 0.24922 1.11082  1.062
C 0.13157 -0.96923 0.35111  0.568
C -0.94849 -1.92686 0.47450  0.239
C -0.48766 -3.19260 -0.01778  0.096
C -1.25229 -4.33843 0.13807  -0.389
C -2.52575 -4.22767 0.71271  -0.645
C -3.02078 -2.97322 1.11786  -0.918
C -2.23671 -1.81987 0.99500  -0.315
C 0.84666 -3.00032 -0.55806  0.025
C 1.20504 -1.61627 -0.38227  0.771
C 2.45985 -1.18478 -0.80702  -0.116
C 3.34589 -2.10739 -1.37825  -1.050
C 3.00109 -3.46632 -1.49958  -0.648
C 1.74481 -3.91857 -1.07434  -0.487
C -0.42072 0.34718 2.37120  -0.898
C -0.17225 1.39007 3.24196  -0.503
H -0.48431 4.64428 3.18954  0.311
H -0.18985 4.62782 4.95961  0.325
H 0.93341 5.48356 3.89011  0.324
H 2.48912 2.19650 4.75888  0.307
H 2.77118 3.96059 4.88970  0.333
H 1.49426 3.20396 5.86383  0.348
H 2.01440 3.18620 1.33233  0.466
H 1.51730 1.32990 -0.26043  0.138
H -0.83598 -5.28895 -0.19066  0.448
H -3.14778 -5.11548 0.83418  0.418
H -4.02171 -2.90667 1.54718  0.424
H -2.61845 -0.84333 1.28582  0.713
H 2.74348 -0.14439 -0.69154  0.322
H 4.32547 -1.77578 -1.72680  0.418
H 3.71440 -4.17004 -1.92976  0.423
H 1.44241 -4.96296 -1.13098  0.448
H -1.08810 -0.44453 2.69491  0.650
H -0.66452 1.44707 4.21589  0.452
C -1.49724 0.25324 -5.10350  -0.476
C -0.58267 1.43970 -4.71705  -0.560
C -0.78616 1.66995 -3.20119  -0.286
N -1.58908 0.56760 -2.74590  -0.095
C -2.21168 -0.18372 -3.80446  -0.594
H -2.24183 0.56167 -5.84138  0.270
H -0.89984 -0.57310 -5.49928  0.247
H 0.46299 1.19437 -4.92338  0.252
H -0.86972 2.34222 -5.26221  0.283
H 0.18481 1.71015 -2.68155  0.021
H -1.28650 2.64050 -3.01847  0.290
H -2.08771 0.66868 -1.87565  0.143
H -3.29607 0.02479 -3.86587  0.291
H -2.10396 -1.26988 -3.65990  0.238

The total charge is +1. The total energy comes out at -29335.611 eV. As for the LUMO energy: -5.80 eV. Its spin multiplicity is 1. As for the energy relative to the best compared isomer or geometry (same formula, charge and spin): 1.478 eV.